[1]
Formula: C65H169N11O20
Source: the OMol25 dataset
Level of theory: ωB97M-V/def2-TZVPD

2S+1: 2
Highest occupied orbital energy (alpha / beta) in eV: -9.5 / -9.5
Frontier orbital gap (alpha / beta) in eV: 7.6 / 2.1
Charge: +1
⟨S²⟩: 0.75

Each line ends with the Mulliken spin population.
Geometry (Å):
H 11.51527 27.11760 8.60612  0.000
C 9.47988 21.99735 7.40273  0.000
H 7.50683 19.48886 3.74273  0.000
H 14.76723 28.55465 4.44481  0.000
C 3.46074 21.08431 13.35866  0.000
H 5.56835 30.13644 6.00098  0.000
H 9.97948 19.10340 2.82491  0.000
H 18.24680 23.29585 4.75382  0.000
C 6.09255 21.60975 3.12890  0.000
H 16.51587 22.12551 3.62172  0.000
H 12.90973 23.17750 16.43217  0.000
H 5.46803 18.84456 11.73532  0.000
C 5.67090 23.31804 11.20753  0.000
N 10.02157 20.94999 1.90602  0.000
C 15.48332 21.72616 1.07834  0.000
H 13.71671 27.14304 4.54131  0.000
H 9.28825 21.62171 1.72946  0.000
C 11.87616 22.56012 2.26014  0.000
H 10.00794 29.11032 9.46422  0.000
O 15.81686 17.86933 5.47798  0.000
C 12.40223 20.97495 14.31809  0.001
C 12.69694 19.92835 11.91022  -0.002
H 13.92568 18.46722 3.55977  0.000
C 5.20001 22.06181 11.85787  0.000
H 6.96907 28.77712 8.93853  0.000
H 11.51680 20.54500 8.49046  0.000
H 10.25072 20.95667 11.29536  0.000
H 19.12962 26.08284 4.20271  0.000
H 5.95357 22.01465 12.64401  0.000
H 8.65092 22.13872 6.70922  0.000
H 16.20804 24.60789 3.92980  0.000
H 11.63745 28.44496 4.18192  0.000
H 12.66533 21.98330 17.54155  0.000
O 3.86584 22.34276 15.34442  0.000
O 17.57697 25.04166 6.99041  0.000
H 16.14949 23.35221 13.14889  0.000
C 12.52513 22.15849 16.47490  0.000
N 13.90734 27.78912 2.53563  0.000
H 5.58951 22.22700 2.38454  0.000
N 18.35181 24.12898 4.19259  0.000
C 16.85016 20.82700 9.11581  0.115
H 16.15307 24.85268 8.52466  0.002
C 9.65482 21.86153 11.41463  0.000
C 8.47163 19.00638 14.88624  0.000
C 13.86592 24.15864 12.32987  0.003
N 4.42576 28.43005 8.68743  0.000
O 6.69094 26.85121 8.23244  0.000
H 17.88222 27.61220 0.16061  0.000
H 12.70527 25.01674 1.82675  0.000
H 11.40701 25.51476 11.20348  -0.001
C 17.95638 25.95458 5.98568  0.000
H 8.32992 18.50474 16.95262  0.000
H 11.47071 30.59326 6.05501  0.000
H 17.41340 29.23587 0.52077  0.000
H 13.83384 20.91316 5.37999  0.000
H 8.72331 26.94052 8.88553  0.000
H 17.21970 24.96650 2.62708  0.000
H 4.61971 27.46891 8.92972  0.000
C 6.72558 28.28487 7.99698  0.000
H 18.06013 21.67911 6.28972  0.000
H 9.10381 19.37095 12.86577  0.000
H 9.63571 28.30273 13.25431  0.000
H 10.23421 30.58269 10.35728  0.000
H 12.79575 23.96821 12.41093  0.000
O 10.43257 20.29182 6.05710  0.000
H 5.59799 16.99591 9.18289  0.000
H 7.18635 19.08967 11.72407  0.000
H 13.94362 17.02690 5.56194  0.000
H 11.43789 22.16742 16.39788  0.000
O 10.45689 22.91944 10.95582  0.000
C 14.38726 18.01468 5.68680  0.000
H 18.98145 19.92817 10.87601  -0.006
C 18.99622 21.76201 14.60997  -0.001
H 17.03630 26.30930 5.52119  0.000
C 12.44112 28.21576 12.36694  0.000
C 15.26256 26.81429 0.75460  0.000
C 6.39560 18.46798 11.30418  0.000
H 12.09375 25.91219 6.44865  0.000
C 18.80485 20.99928 10.77779  0.014
C 17.15738 21.41645 6.84120  0.000
H 14.14663 28.57018 1.94169  0.000
H 7.33886 18.09735 9.52381  0.000
H 12.30948 20.78978 11.36625  0.001
O 7.02011 19.17076 14.69667  0.000
N 12.34990 18.91869 4.71352  0.000
C 9.48945 29.83051 10.09714  0.000
H 13.53678 26.61861 7.11037  0.000
H 14.61301 23.61480 9.82064  0.005
C 16.44416 16.73090 6.02577  0.000
C 9.70799 24.15964 10.96036  0.001
H 4.03891 30.16724 6.77564  0.000
H 17.14280 22.43259 10.59952  0.064
H 11.88168 19.20570 11.87518  0.000
H 19.44065 21.25787 9.93104  -0.004
H 15.76095 20.84916 9.15111  -0.010
H 5.97386 22.04533 4.12101  0.000
C 5.30601 28.59732 7.58269  0.000
H 4.42476 21.90030 17.24667  0.000
C 16.68960 22.84734 2.82368  0.000
H 10.51419 29.05089 6.36649  0.000
H 8.45132 26.35022 7.32570  0.000
H 17.08327 21.23495 12.49233  -0.026
H 5.82731 26.25069 11.76179  0.000
H 12.98491 23.89518 5.41082  0.000
H 15.96496 26.01900 0.50512  0.000
C 4.10647 21.06827 14.75855  0.000
C 12.60501 28.88689 4.41990  0.000
H 16.03756 26.35702 7.66046  0.000
C 10.83826 21.56034 2.90994  0.000
C 16.74412 25.59379 7.98660  -0.001
O 5.41902 17.93899 9.16933  0.000
H 16.34652 22.09304 6.57132  -0.002
C 8.16290 20.29195 3.40697  0.000
C 13.21114 20.14845 13.31634  0.010
N 3.89538 22.20083 12.48889  0.000
C 6.42739 18.60810 9.83440  0.000
H 13.97012 18.98578 14.70188  0.000
H 11.14596 22.14718 5.94099  0.000
H 5.01119 23.60438 10.38845  0.000
H 19.61089 21.56658 13.73128  0.001
H 5.57484 20.47565 9.24534  0.000
C 18.79437 25.30829 4.89246  0.000
H 7.21256 20.52867 9.81193  0.000
C 6.59386 25.47578 11.76060  0.000
C 13.76861 18.86984 4.56042  0.000
H 6.53662 19.00896 15.51009  0.000
H 12.50887 27.67006 13.30807  0.000
H 17.20251 22.38053 16.15688  0.001
H 7.36470 25.68880 12.50124  0.000
H 14.22200 18.44805 6.67319  0.000
O 11.22080 23.66990 1.71255  0.000
C 9.09881 18.51375 13.53903  0.000
H 8.56725 17.71508 13.02168  0.000
H 15.36301 20.43740 4.62104  0.000
H 10.46570 29.71830 12.74979  0.000
H 9.31453 24.38389 11.95183  0.000
H 16.99091 20.36310 6.61573  0.001
H 12.08072 21.92694 13.89566  0.000
H 10.04433 26.23126 10.63166  0.000
N 7.92435 29.91574 11.91857  0.000
C 12.01741 24.63036 1.07466  0.000
C 17.07659 24.21367 3.40225  0.000
C 14.27815 20.35303 4.55722  0.000
H 17.33741 26.12675 8.72962  0.000
C 13.82277 24.15854 6.05637  0.000
H 4.02332 23.07091 12.98557  0.000
H 14.46551 24.88838 5.56411  0.000
H 12.55701 22.84368 3.06273  0.000
H 8.31420 30.49395 12.64918  0.000
H 16.10510 24.52787 15.72204  0.000
C 12.75743 25.88395 7.31285  0.000
C 17.20123 28.19810 0.77792  0.000
H 12.86698 23.30273 10.06848  0.002
H 13.96403 20.73290 3.58505  0.000
C 10.75222 21.48114 6.70875  0.000
C 5.09109 29.95359 6.96372  0.000
H 8.74218 19.39904 1.54348  0.000
C 17.34321 21.36298 10.53750  0.025
H 4.72291 28.97133 9.48670  0.000
H 14.14973 23.32145 14.34286  0.000
H 14.13322 20.71011 13.16669  -0.012
H 14.55203 25.82921 2.57194  0.000
H 12.16673 17.94954 4.93101  0.000
O 13.12694 21.20439 15.53823  0.000
C 10.06881 28.77567 12.37292  0.000
H 8.62310 20.67961 4.31583  0.000
C 16.57853 24.02208 14.88054  -0.001
C 11.88402 21.29801 7.79314  0.000
H 14.33988 26.77530 0.17561  0.000
H 14.44654 23.27966 6.21934  0.000
N 11.04777 25.11096 9.07864  0.000
H 7.06925 25.45287 10.78000  0.000
H 12.79723 20.96813 7.29784  0.000
O 12.59083 28.90380 5.86856  0.000
C 16.73876 22.50241 15.17801  0.001
H 14.27811 18.47160 13.36011  0.000
H 11.53490 24.23475 8.95587  0.000
H 5.70364 22.75832 16.38601  0.000
H 13.93378 25.04668 11.70147  0.000
H 14.08448 21.93674 9.86526  -0.009
H 11.39433 25.48030 0.79636  0.000
C 8.01782 26.32671 8.32551  0.000
H 11.98432 22.23290 8.34451  0.000
H 19.22087 21.43674 11.68534  -0.003
N 13.46761 18.83845 13.83824  0.000
H 5.69437 20.59666 3.18542  0.000
O 11.15297 28.09827 11.77482  0.000
C 13.87694 22.93520 10.25012  0.004
H 15.06607 20.95533 1.72627  0.000
O 17.64199 21.95984 14.17272  0.004
H 11.27291 19.88246 5.83838  0.000
H 3.48817 20.11968 12.85186  0.000
C 9.27451 19.81676 2.39803  0.000
H 5.62627 30.75064 7.47987  0.000
H 12.40620 22.05072 1.45537  0.000
C 14.96733 26.79521 2.28475  0.000
C 8.77182 18.08427 16.04928  0.000
H 9.83967 17.91208 16.18402  0.000
H 17.14285 19.77959 9.04250  -0.002
H 4.15565 23.55910 16.93503  0.000
H 19.02928 20.83909 15.18897  0.000
O 17.52741 21.65158 8.16977  0.006
H 15.79097 15.86497 6.13352  0.000
H 9.16010 21.36894 8.23396  0.000
H 11.67030 29.58884 7.55789  0.000
O 15.84640 28.00095 0.31420  0.000
O 14.27738 22.96767 11.63038  -0.005
H 11.93647 19.05763 3.80254  0.000
O 7.44198 21.35572 2.72256  0.000
H 4.96446 27.91419 6.80502  0.000
O 13.43911 24.61623 7.36918  0.000
H 17.30750 16.43175 5.43143  0.000
C 8.95348 29.10122 11.32871  0.000
H 11.43692 20.81538 3.43410  0.000
H 7.23838 29.30071 12.33243  0.000
H 17.41206 28.06678 1.83924  0.000
H 7.49754 28.55393 7.27602  0.000
H 5.18138 20.89027 14.72708  0.000
H 14.22195 25.11737 14.40525  0.000
C 13.87837 28.08716 4.02114  0.000
H 8.77182 21.83875 10.77598  0.000
H 6.61662 17.43922 11.58864  0.000
H 8.83111 19.99469 15.17283  0.000
H 12.79941 29.22809 12.55382  0.000
H 16.34503 21.39957 0.49618  0.000
H 2.40190 21.23245 13.57080  0.000
N 15.93239 24.21588 13.62538  0.004
H 13.11411 27.77716 11.63019  0.000
H 17.60505 22.46252 2.37428  0.000
H 8.89436 24.03073 10.24657  0.000
H 17.55682 24.50160 14.84727  0.001
H 6.94735 20.04586 8.16695  0.000
C 11.45107 29.59410 6.49018  0.000
H 16.78486 16.97597 7.03173  0.000
N 16.61007 20.90911 11.66167  0.795
H 5.26296 21.22255 11.16522  0.000
H 19.70740 24.92249 5.34592  0.000
H 15.92475 26.94612 2.78341  0.000
C 10.62810 25.32604 10.46468  0.000
H 15.72012 21.38511 11.70079  0.024
H 8.43972 28.18333 11.04299  0.000
H 9.44422 21.95389 12.48009  0.000
O 5.95158 24.30316 12.19278  0.000
H 8.68536 30.25927 9.49905  0.000
H 18.48171 26.81023 6.40993  0.000
H 15.73558 22.07761 15.14252  -0.001
H 19.42663 22.52960 15.25313  0.000
C 14.47365 24.22675 13.82945  0.001
H 10.14576 22.06234 3.58562  0.000
C 6.53439 19.96376 9.17235  0.000
H 8.34914 17.10330 15.83215  0.000
H 8.02062 25.28701 8.65276  0.000
H 13.56344 19.46302 11.44036  0.000
H 14.67068 21.91665 0.37731  0.000
O 15.65584 22.92467 1.83915  0.000
H 9.64474 22.90294 7.98655  0.000
H 12.72580 29.88961 4.00995  0.000
H 6.59417 23.04773 10.69510  0.000
C 4.62343 22.67363 16.50465  0.000
H 10.15782 18.29711 13.67932  0.000
H 3.75449 20.24332 15.37795  0.000
H 11.50070 20.44069 14.61794  0.000
H 12.79420 26.34653 9.36711  0.000
H 12.42911 24.21631 0.15424  0.000
C 12.02749 26.15550 8.61628  0.000



[2]
Formula: C65H46AsBr4ClIN4O5SSbSr
Source: the OMol25 dataset
Level of theory: ωB97M-V/def2-TZVPD

Highest occupied orbital energy in eV: -1.3
Frontier orbital gap in eV: 4.7
Charge: -2
Relative energy (zero: lowest compared OMol25 entry of this formula, charge and spin) in kJ/mol: 0.0

Each line ends with the Mulliken charge.
Geometry (Å):
H 4.03806 -1.47217 -5.94896  0.445
C 1.27242 0.49540 5.12847  0.725
S 0.23505 -1.71080 -2.07138  -0.354
Br -1.57086 -3.87901 6.18924  -0.270
H 3.75691 -5.42530 -2.99392  0.337
C -3.43943 -1.20138 -2.37408  0.622
H 2.98581 -0.77892 5.15825  0.291
C 1.19419 -6.15474 -0.69794  -0.197
C 3.83683 -4.54419 -3.62340  -0.508
C 2.16125 -0.38446 5.73829  -0.062
As -1.61080 3.92684 -0.43646  1.457
N 2.24000 0.55111 1.66601  1.187
C -1.12568 -2.31083 3.81145  0.177
C 2.46687 -2.63440 1.14471  0.351
C -3.29319 2.97172 -0.39832  1.285
H 5.06720 -0.79611 1.03500  0.238
C 0.28132 4.82662 -2.30391  -0.769
H 1.54173 -2.05500 1.15001  -0.119
H -3.44995 -0.74165 1.42634  0.593
C -1.58931 5.72053 1.79898  -0.363
Br -0.19697 -3.84457 3.16125  -0.214
H -6.71630 1.26978 -0.07602  0.405
I -0.67761 1.89484 -4.94741  -0.103
C 3.12599 0.72112 -0.50780  1.071
C 1.98964 -0.75722 7.06343  -0.831
C -2.70866 -0.20988 4.58676  -0.115
C 1.36865 0.88244 3.67241  -0.365
O 0.56165 1.71991 3.23215  -0.585
Br -3.46457 -1.32093 7.13173  -0.210
H -0.48039 1.67319 5.37719  0.333
H -0.85279 5.01638 2.16773  0.464
C -1.98251 6.81730 2.55781  -0.813
C -2.92827 7.70475 2.06637  -0.448
C 2.91360 -3.31199 0.01869  0.786
H -0.81296 1.01341 7.74978  0.406
H 2.72365 1.78417 -4.15796  0.434
H -0.02632 -4.95631 -3.62611  0.398
H 5.41910 -3.47297 -6.41884  0.354
H -3.56123 6.23225 -0.91346  0.264
H -3.05021 4.92786 -2.96619  0.306
C -2.55846 -0.39636 -4.47311  -0.578
H 4.62590 0.02930 2.53686  0.372
H 4.79461 0.52573 -3.45637  0.404
C 4.08795 -4.07017 0.04860  -0.475
H -0.96841 -7.23361 -3.70964  0.379
O -2.20395 0.91545 2.58207  0.302
H 4.43464 -4.59238 -0.83702  0.220
C -1.78406 -2.36440 5.05721  0.279
C 3.28742 0.43527 0.93714  -0.034
C -2.65813 -0.24138 -1.69681  -0.871
H 5.01423 -0.14517 -1.07795  0.313
H 5.27011 -5.45046 -4.93847  0.376
C 0.21506 1.00743 5.87298  -0.456
C -2.15500 5.51439 0.54831  0.096
C -4.26170 -2.03782 -1.59049  -1.311
C -4.28605 -1.88138 -0.23380  -1.600
C 0.96978 -5.26915 -1.74435  0.426
C -3.35256 -1.26187 -3.78948  0.412
C 1.91401 1.72194 -2.17427  0.021
H -3.25709 2.94904 1.77090  0.329
Sb 1.74155 -3.30123 -1.69812  1.333
O -1.09915 1.56129 -1.74224  1.978
H -4.86123 -2.79512 -2.07775  0.471
C -1.78604 0.70594 -2.40049  -1.114
H -5.42536 1.86671 1.96265  0.334
H 2.84657 -2.19041 3.18437  0.429
C 0.18537 -5.65883 -2.82663  -0.698
C -1.51250 5.68590 -4.24931  -0.858
C 4.14157 0.39649 -1.41517  -0.762
Sr -0.58830 1.17573 0.79121  0.667
C -2.57132 -1.31024 5.45516  -0.080
H 0.98223 2.20001 -2.44691  0.083
N -2.68522 -0.12392 -0.35291  2.020
C -3.99167 2.63330 -1.54993  -0.118
C 4.66597 0.13108 1.45571  -2.070
H -2.50239 -0.45703 -5.55159  0.446
H 2.67887 -1.45919 7.51970  0.375
C -1.98543 5.07458 -3.09678  -0.271
H 0.81520 -8.11439 0.08601  0.386
H 1.77818 -5.84333 0.16191  0.352
H 2.52181 -1.44474 -3.98893  0.371
C 0.65012 -7.43333 -0.73971  -0.715
N 2.35661 0.28331 2.99525  -0.631
H 0.21906 6.32671 -5.33933  0.366
C 4.68089 -4.56644 -4.72558  -0.732
Cl -4.27549 -2.46235 -4.67267  -0.357
H 0.96345 4.48133 -1.53582  0.416
C -0.14845 5.85936 -4.43380  -0.526
H 5.35502 0.94116 1.19262  0.462
H -0.54733 -8.81871 -1.85473  0.356
C 3.98876 -2.33417 -5.29428  -0.662
H -4.23517 8.18605 0.42880  0.381
C 4.01875 0.77707 -2.74144  -0.562
H 1.81245 5.55628 -3.60793  0.399
C -0.35239 -6.93623 -2.86965  -0.587
Br -3.82043 1.27330 5.04154  -0.252
C -5.75911 1.76930 -0.16553  -0.708
C -3.10910 6.39924 0.05783  -0.197
C 3.14280 -2.31225 -4.19262  -0.680
C 3.07389 -3.41361 -3.34662  0.648
C 3.20720 -2.73463 2.32279  -0.734
O -0.52572 -1.12377 1.83506  0.467
C -2.04348 -0.09294 3.36425  -0.980
H -4.90389 -2.50768 0.39614  0.552
C 4.81691 -4.15410 1.22187  -0.695
C 2.88583 1.46910 -3.13507  -1.259
H -3.54845 2.76944 -2.52839  0.007
C 0.03890 0.63486 7.19734  -0.576
C 4.36843 -3.48483 2.35828  -0.594
C 0.74655 5.42953 -3.46345  -0.724
C -0.11746 -7.82456 -1.82650  -0.420
C -1.15198 -1.20268 2.95434  -0.466
N 2.01813 1.36211 -0.90270  0.623
H 0.77012 -0.56416 8.82344  0.359
C -1.08432 4.64158 -2.13287  0.987
C -1.80206 0.57478 -3.79228  0.166
C 4.76087 -3.45713 -5.55816  -0.465
C 0.92326 -0.25159 7.79672  -0.409
C -3.47252 -0.89594 0.35369  -0.851
O -0.31925 3.39843 0.46139  -1.349
H -5.77887 1.74027 -2.31686  0.385
H -3.23311 8.55690 2.66206  0.358
C -5.05018 2.11024 0.97646  -0.769
H 5.72811 -4.74059 1.25331  0.367
C -3.49260 7.49717 0.81337  -0.726
H -1.54860 6.96905 3.53840  0.405
C -3.81483 2.73384 0.86635  -0.681
H 4.93755 -3.54832 3.27891  0.343
C -5.23645 2.03476 -1.42656  -0.599
H -2.21137 6.01108 -5.00984  0.376